[1]
Entry from the Open Molecules 2025 dataset: 3 unconnected molecules or ions with the total composition C5H13NO2 in a non-equilibrium geometry (ωB97M-V with the def2-TZVPD basis set).

```
21
Properties=species:S:1:pos:R:3:lowdin_spin:R:1
C 0.39182 -1.16879 -0.78627 0.04
N -1.15262 -1.26064 -0.31227 0.14
C -1.77560 -0.23100 -1.27370 0.02
C -2.53174 0.56827 -0.18505 0.01
C -0.07410 -0.81226 0.65363 0.29
C 1.27660 1.44534 1.45396 0.23
O 1.02420 -2.23896 -1.00156 0.18
H 0.72076 -0.27564 -1.31551 0.00
H -1.06742 0.36159 -1.77467 0.00
H -2.31865 -0.86292 -1.98907 0.00
H -3.38357 1.19305 -0.68875 0.00
H -2.76881 -0.05112 0.67306 0.00
H -1.82997 1.36152 0.15273 0.00
H 0.16105 -1.61872 1.27310 0.01
H 0.47381 0.32202 0.89053 0.04
H 1.58170 1.29515 2.52631 0.01
H 0.44896 2.23451 1.37712 0.00
H 2.38004 1.80166 0.94758 0.02
H 2.58059 -1.38575 -0.61709 0.00
H 2.64168 -0.07846 0.31081 0.00
O 3.22128 -0.59884 -0.31490 0.00
```

Summary:
Multiplicity: 2
Energy relative to the best compared isomer or geometry (same formula, charge and spin): 129.8 kcal/mol
Total charge: -1
Orbital gap (spin up / spin down): 7.198 / 5.875 eV
Strongest force on any atom: 4.40 eV Å⁻¹
E_HOMO (spin up / spin down): -3.34 / -2.80 eV
⟨S²⟩: 0.7593


[2]
Entry from the Open Molecules 2025 dataset: 2 unconnected molecules or ions with the total composition C5H13NO2 in a non-equilibrium geometry (ωB97M-V with the def2-TZVPD basis set).

```
21
Properties=species:S:1:pos:R:3:lowdin_spin:R:1
C 0.79888 0.09886 2.65457 0.04
C 0.67773 -0.80042 1.50683 0.02
N 0.29458 -0.20531 0.37858 0.02
C 1.16049 0.20713 -1.84554 0.03
C 0.34883 -0.81843 -1.02580 0.01
C -1.18904 -0.96406 -1.40685 0.08
O 1.23131 -1.91930 1.46786 0.00
H 0.97524 -0.46788 3.56111 0.00
H 1.64537 0.80172 2.47495 0.01
H 0.01245 0.78424 2.98240 0.03
H -0.06051 0.78977 0.39070 0.03
H 0.68632 1.21054 -1.69362 0.03
H 2.19598 0.02955 -1.31003 0.00
H 1.12721 0.01787 -2.92348 0.00
H 0.84655 -1.73060 -0.80924 0.00
H -1.73036 -1.64296 -1.01658 0.01
H -1.14843 -1.38567 -2.51053 0.00
H -1.73474 -0.03557 -1.40978 0.04
H -1.75900 2.73856 0.19387 0.12
H -2.64995 1.50354 0.14218 0.12
O -1.72890 1.78844 0.19839 0.41
```

Summary:
Multiplicity: 2
Energy relative to the best compared isomer or geometry (same formula, charge and spin): 35.5 kcal/mol
Total charge: -1
Orbital gap (spin up / spin down): 3.180 / 9.506 eV
Strongest force on any atom: 8.87 eV Å⁻¹
E_HOMO (spin up / spin down): 0.57 / -5.94 eV
⟨S²⟩: 0.7506


[3]
Entry from the Open Molecules 2025 dataset: a molecular structure, C5H13NO2 in a non-equilibrium geometry (ωB97M-V with the def2-TZVPD basis set).

```
21
Properties=species:S:1:pos:R:3:nbo_charge:R:1
N -0.73889 1.71017 -0.67163 -0.92
C 0.08114 0.66625 -0.03777 0.63
C -0.54172 -0.44928 0.85098 -0.79
C 3.84701 -0.17640 -0.01789 -0.69
C 2.43264 -0.26145 0.45869 0.13
C 1.48741 0.60459 -0.11919 -0.38
H -1.10261 2.35376 0.03930 0.42
H -1.41888 1.48171 -1.37767 0.48
H -0.32164 -0.59230 1.91828 0.26
H -0.44110 -1.42207 0.34156 0.28
H 4.09231 -0.94647 -0.74973 0.26
H 3.99852 0.78202 -0.52113 0.23
H 4.59439 -0.25945 0.79246 0.25
H 2.11931 -1.28102 0.70307 0.23
H 1.89077 1.32360 -0.81545 0.23
H -4.22363 -1.84650 0.76983 0.44
H -4.01244 0.44873 -1.60414 0.44
O -3.31842 0.37753 -0.94539 -1.22
H -3.46048 -0.67023 -0.18080 0.49
H -1.60504 -0.25532 0.75518 0.32
O -3.35863 -1.58786 0.41143 -1.10
```

Summary:
Multiplicity: 1
Energy relative to the best compared isomer or geometry (same formula, charge and spin): 148.2 kcal/mol
Orbital gap: 3.879 eV
Strongest force on any atom: 4.38 eV Å⁻¹
E_HOMO: -7.23 eV


[4]
Entry from the Open Molecules 2025 dataset: 3 unconnected molecules or ions with the total composition C5H13NO2 in a non-equilibrium geometry (ωB97M-V with the def2-TZVPD basis set).

```
21
Properties=species:S:1:pos:R:3:nbo_charge:R:1
N -0.86464 1.27709 0.69279 -0.90
C 0.08931 0.34847 0.04464 0.56
C -0.49195 -0.63122 -1.00596 -0.71
C 3.92564 0.05480 0.38279 -0.70
C 2.50883 -0.38220 -0.05173 0.14
C 1.41011 0.39179 0.47845 -0.37
H -1.27254 1.92110 -0.00176 0.41
H -1.71659 0.76845 0.91101 0.47
H -1.44168 -0.96537 -0.59941 0.33
H -0.49347 -0.06504 -1.95463 0.27
H 3.92368 -0.10680 1.44621 0.27
H 4.24660 1.08474 0.36345 0.25
H 4.69689 -0.50570 -0.15790 0.24
H 2.28083 -1.44427 -0.22630 0.23
H 1.63936 1.16037 1.21607 0.25
H -3.43284 -0.27658 -0.18514 0.49
H -3.98797 -0.82160 1.23899 0.43
O -3.02715 -0.74512 1.13425 -1.24
H -4.58381 0.22949 -1.37310 0.46
H 0.21971 -1.48052 -1.22633 0.21
O -3.62830 0.18812 -1.12638 -1.09
```

Summary:
Multiplicity: 1
Energy relative to the best compared isomer or geometry (same formula, charge and spin): 139.1 kcal/mol
Orbital gap: 4.339 eV
Strongest force on any atom: 4.42 eV Å⁻¹
E_HOMO: -7.40 eV


[5]
Entry from the Open Molecules 2025 dataset: 2 unconnected molecules or ions with the total composition C5H13NO2 in a non-equilibrium geometry (ωB97M-V with the def2-TZVPD basis set).

```
21
Properties=species:S:1:pos:R:3:nbo_charge:R:1
N -2.21780 -2.49276 1.28783 -0.84
C -1.27045 -1.51284 0.82091 -0.22
C -1.84497 -0.34355 0.01769 -0.39
C -0.80715 0.69010 -0.51995 -0.38
C 0.28598 0.01088 -1.37355 -0.52
C 1.11297 1.10111 -1.99063 0.45
O 2.29589 1.23799 -1.82382 -0.52
H -2.60098 -2.38575 2.21010 0.37
H -2.94631 -2.64227 0.60968 0.36
H -0.59815 -2.01114 0.13191 0.17
H -0.58631 -1.16816 1.59842 0.19
H -2.48145 0.22285 0.69881 0.20
H -2.40671 -0.71772 -0.84434 0.19
H -0.42347 1.10223 0.36314 0.20
H -1.38260 1.41294 -1.08685 0.21
H 0.79910 -0.70609 -0.74184 0.23
H -0.20022 -0.50968 -2.20087 0.22
H 0.54349 1.71021 -2.72135 0.10
O 5.29353 2.40798 1.86836 -0.94
H 4.59199 2.87555 2.32104 0.47
H 4.84362 1.71812 1.37530 0.47
```

Summary:
Multiplicity: 1
Energy relative to the best compared isomer or geometry (same formula, charge and spin): 40.5 kcal/mol
Orbital gap: 9.972 eV
Strongest force on any atom: 2.66 eV Å⁻¹
E_HOMO: -9.21 eV
Structure (SMILES): NCCCCC=O.O


[6]
Entry from the Open Molecules 2025 dataset: 2 unconnected molecules or ions with the total composition C5H13NO2 in a non-equilibrium geometry (ωB97M-V with the def2-TZVPD basis set).

```
21
Properties=species:S:1:pos:R:3:nbo_charge:R:1
C -1.54042 0.63710 2.02549 -0.61
C -0.49992 0.17860 1.00590 -0.23
N -1.17723 -0.56353 -0.03480 -0.63
C -0.70117 -1.53256 -0.87433 0.68
O -1.50741 -2.18425 -1.52443 -0.63
C 0.77154 -1.79590 -0.90283 -0.50
C 1.71203 -0.60530 -1.14314 -0.61
H -1.07904 1.27458 2.77539 0.22
H -1.91564 -0.26108 2.48655 0.21
H -2.35341 1.17658 1.54351 0.20
H 0.26594 -0.41074 1.49266 0.19
H -0.01057 1.05659 0.58043 0.21
H -2.17407 -0.51106 -0.17905 0.40
H 1.05229 -2.62531 -1.54795 0.24
H 1.00255 -2.17043 0.10114 0.22
H 2.61622 -0.80693 -0.63097 0.21
H 1.94551 -0.39935 -2.18418 0.21
H 1.34387 0.31034 -0.68288 0.22
O 0.82039 2.82942 -0.47054 -0.94
H 1.40489 3.04373 -1.20547 0.48
H 0.02365 3.35952 -0.63052 0.47
```

Summary:
Multiplicity: 1
Energy relative to the best compared isomer or geometry (same formula, charge and spin): 16.9 kcal/mol
Orbital gap: 9.663 eV
Strongest force on any atom: 1.24 eV Å⁻¹
E_HOMO: -9.14 eV
Structure (SMILES): CCNC(=O)CC.O


[7]
Entry from the Open Molecules 2025 dataset: 2 unconnected molecules or ions with the total composition C5H13NO2 in a non-equilibrium geometry (ωB97M-V with the def2-TZVPD basis set).

```
21
Properties=species:S:1:pos:R:3:nbo_charge:R:1
C -0.24051 1.72918 -1.25491 -0.73
C 0.09711 1.88116 0.20395 0.57
O -0.75982 2.22896 1.01994 -0.54
C 1.54249 1.64805 0.63547 -0.17
O 2.21220 0.60764 -0.05338 -0.73
H 0.66168 1.78039 -1.86854 0.22
H -0.74114 0.77323 -1.41831 0.26
H -0.90306 2.54520 -1.55586 0.24
H 1.54938 1.40058 1.70144 0.19
H 2.08618 2.58525 0.48128 0.19
H 3.16626 0.75584 0.07158 0.48
C -2.03256 -1.85911 0.18102 -0.61
C -0.60242 -1.62891 0.63135 -0.22
N 0.30150 -1.74153 -0.50471 -0.86
H -2.72580 -1.62271 0.99450 0.21
H -2.19209 -2.90091 -0.11373 0.20
H -2.28989 -1.21850 -0.67010 0.21
H -0.32107 -2.34376 1.41118 0.16
H -0.52025 -0.62987 1.06575 0.18
H 1.18477 -1.27001 -0.28615 0.38
H 0.52703 -2.72017 -0.67175 0.35
```

Summary:
Multiplicity: 1
Energy relative to the best compared isomer or geometry (same formula, charge and spin): 36.5 kcal/mol
Orbital gap: 9.496 eV
Strongest force on any atom: 2.12 eV Å⁻¹
E_HOMO: -9.06 eV
Structure (SMILES): CC(=O)CO.CCN


[8]
Entry from the Open Molecules 2025 dataset: 2 unconnected molecules or ions with the total composition C5H13NO2 in a non-equilibrium geometry (ωB97M-V with the def2-TZVPD basis set).

```
21
Properties=species:S:1:pos:R:3:nbo_charge:R:1
N 2.74375 -2.40941 1.60229 -0.78
C 1.98347 -1.67557 0.73702 0.02
C 0.69605 -1.20477 0.93014 -0.31
C -0.15567 -0.55299 -0.15489 -0.44
C -1.63031 -0.05057 0.34827 -0.43
C -2.20763 1.17251 -0.40786 -0.08
O -1.63623 2.47943 -0.36374 -0.73
H 2.28747 -2.52598 2.42897 0.36
H 3.63591 -2.15771 1.83099 0.37
H 2.46583 -1.34561 -0.17997 0.19
H 0.27342 -1.01108 1.94154 0.18
H 0.33350 0.34655 -0.38010 0.21
H -0.16023 -0.90108 -1.22534 0.23
H -1.46821 0.10551 1.40528 0.20
H -2.31512 -0.95559 0.38913 0.22
H -2.33838 1.10159 -1.55089 0.19
H -3.27143 1.34300 -0.04967 0.16
H -1.42538 2.65810 0.57878 0.46
O 0.84316 1.45176 -2.59716 -0.93
H 0.31703 2.01915 -2.03030 0.47
H 1.02898 2.11275 -3.25248 0.46
```

Summary:
Multiplicity: 1
Energy relative to the best compared isomer or geometry (same formula, charge and spin): 76.1 kcal/mol
Orbital gap: 8.533 eV
Strongest force on any atom: 3.46 eV Å⁻¹
E_HOMO: -7.70 eV
Structure (SMILES): N/C=C/CCCO.O